DFT (ωB97M-V/def2-TZVPD) results for a structure of composition C60H74BN6P2S3Ti in a non-equilibrium geometry.

Structure (XYZ):
```
147
Properties=species:S:1:pos:R:3:forces:R:3
Ti 0.8974 -0.2802 -0.4262 -1.97 -0.09 0.83
C 1.4580 -1.8847 3.0898 0.15 -0.06 -0.32
C 1.6352 -3.1988 2.3211 -0.21 0.21 -0.42
C 0.2542 -3.8077 2.0606 -0.03 0.07 -0.17
C 2.4855 -4.1602 3.1445 0.04 0.10 -0.24
P 2.2973 -2.6895 0.6083 0.89 0.39 0.88
C 3.8081 -1.6087 0.9804 -0.40 -0.13 0.27
N 4.0035 -0.8405 -0.2255 -0.07 0.37 0.34
B 2.9165 -0.2400 -0.9396 1.52 -1.20 -1.08
N 3.4011 -0.0838 -2.2796 -0.20 0.32 -0.27
C 2.6393 0.2120 -3.4754 -0.17 0.02 -0.11
P 0.7980 0.1235 -3.0866 0.76 0.62 -0.87
C 0.1195 -1.1878 -4.2869 -0.04 -0.06 0.73
C -1.3924 -1.2693 -4.0717 0.07 0.12 0.15
C 0.4802 -0.9952 -5.7557 0.06 0.24 0.18
C 0.7352 -2.4863 -3.7573 0.02 0.16 0.21
C 0.1639 1.8596 -3.5069 -0.08 -0.27 0.37
C 0.2133 2.2305 -4.9861 0.03 -0.23 0.09
C -1.2725 1.9383 -2.9800 0.12 -0.16 0.03
C 1.0522 2.8230 -2.7067 0.09 -0.30 0.07
C 4.7375 -0.4742 -2.3350 0.23 -0.11 0.47
C 5.6459 -0.4922 -3.3822 0.05 0.03 -0.04
C 6.9233 -0.9652 -3.1242 -0.12 0.09 -0.18
C 7.2986 -1.3926 -1.8551 0.00 -0.05 0.05
C 6.4029 -1.3713 -0.8012 -0.03 0.01 0.03
C 5.1113 -0.9313 -1.0516 0.12 0.23 -0.49
C 3.1258 -4.1795 -0.2636 -0.47 0.30 -0.35
C 2.1821 -5.3819 -0.2538 -0.09 0.11 0.14
C 4.4789 -4.5689 0.3312 -0.11 0.20 0.11
C 3.3116 -3.7689 -1.7309 -0.04 0.04 0.04
H 0.7618 -2.0268 3.9151 -0.14 -0.01 0.06
H 1.0714 -1.0974 2.4224 0.02 -0.07 0.26
H 2.3957 -1.5496 3.5267 0.06 0.09 -0.05
H -0.3063 -3.8967 2.9893 -0.02 -0.01 0.18
H 0.3429 -4.8019 1.6352 -0.07 -0.12 -0.07
H -0.3124 -3.1765 1.3703 -0.06 -0.09 0.06
H 2.0013 -4.3198 4.1068 -0.06 0.00 0.12
H 3.4797 -3.7648 3.3353 0.14 0.03 0.05
H 2.5787 -5.1294 2.6656 0.05 -0.11 -0.02
H 4.6936 -2.2018 1.2222 -0.17 0.12 0.03
H 3.5769 -0.9445 1.8235 0.16 -0.25 -0.10
H 2.8827 -0.5362 -4.2450 -0.12 0.22 0.14
H 2.8921 1.2025 -3.8827 -0.10 -0.27 0.03
H -1.9256 -0.4691 -4.5776 -0.05 0.10 -0.01
H -1.6180 -1.2359 -3.0006 -0.11 -0.03 -0.14
H -1.7746 -2.2105 -4.4631 0.02 -0.11 -0.06
H -0.0583 -0.1707 -6.2089 -0.03 0.05 -0.05
H 0.2204 -1.8958 -6.3081 -0.05 -0.16 0.02
H 1.5448 -0.8270 -5.8940 0.13 -0.01 -0.09
H 0.5539 -2.5729 -2.6738 0.09 -0.17 -0.20
H 1.8047 -2.5255 -3.9542 0.10 -0.04 0.11
H 0.2790 -3.3428 -4.2517 -0.06 -0.05 -0.04
H -0.5636 1.7272 -5.5531 -0.06 -0.04 -0.06
H 1.1768 1.9946 -5.4302 0.13 0.02 -0.12
H 0.0508 3.3009 -5.0960 -0.01 0.13 0.05
H -1.9592 1.3707 -3.6016 -0.06 -0.09 -0.01
H -1.6183 2.9705 -2.9815 0.02 0.10 -0.03
H -1.3373 1.5500 -1.9579 -0.07 0.15 -0.18
H 1.9876 3.0165 -3.2260 0.14 -0.02 0.07
H 1.2771 2.4232 -1.7071 0.01 0.25 -0.08
H 0.5472 3.7799 -2.5958 -0.08 0.07 0.00
H 5.3901 -0.1384 -4.3700 -0.07 0.03 -0.07
H 7.6454 -0.9800 -3.9247 0.08 -0.03 -0.08
H 8.3072 -1.7410 -1.6906 0.06 0.01 0.03
H 6.7232 -1.6629 0.1865 -0.02 -0.10 0.15
H 2.1655 -5.8865 0.7069 -0.09 -0.06 0.13
H 2.5287 -6.1042 -0.9912 0.06 -0.05 -0.07
H 1.1685 -5.0868 -0.5263 -0.09 -0.08 -0.03
H 4.4732 -4.6019 1.4159 0.06 -0.02 0.13
H 5.2714 -3.9058 -0.0073 0.07 0.08 0.02
H 4.7257 -5.5683 -0.0217 0.02 -0.10 -0.08
H 2.3905 -3.9330 -2.2811 -0.08 0.05 -0.07
H 4.0843 -4.3837 -2.1855 0.09 -0.15 -0.05
H 3.6157 -2.7329 -1.8461 0.07 0.07 -0.09
N -0.7994 -1.1818 0.0446 0.01 -0.19 0.24
S -2.2116 -0.7873 0.2447 -0.55 0.21 0.04
N -2.6064 0.7891 -0.1602 -0.41 -0.29 -0.15
S -2.6780 1.9614 0.8651 0.42 -0.01 -0.13
N -1.5363 1.9679 1.9417 0.67 0.18 0.41
S 0.0921 2.0130 1.7795 -0.89 0.67 0.40
N 0.7280 1.2521 0.6597 0.31 -0.10 -0.15
C 0.5447 3.7609 1.6975 0.01 -0.38 -0.02
C -0.2614 4.7233 2.2789 -0.11 -0.08 0.19
C 0.0971 6.0561 2.1643 -0.02 -0.14 0.05
C 1.2523 6.4058 1.4818 0.05 0.02 -0.01
C 2.0598 5.4312 0.9133 -0.05 -0.03 0.01
C 1.7074 4.0954 1.0220 0.08 -0.40 -0.11
C 0.6728 1.5386 3.4152 -0.13 0.02 -0.30
C 2.0345 1.3014 3.5453 0.10 0.09 -0.35
C 2.5622 1.0785 4.8067 -0.06 0.09 -0.11
C 1.7323 1.1070 5.9190 -0.02 0.00 -0.04
C 0.3737 1.3423 5.7744 0.04 0.00 -0.04
C -0.1634 1.5582 4.5155 -0.32 0.07 -0.12
C -2.6867 3.5047 -0.0722 -0.04 -0.25 0.09
C -3.8465 4.2381 -0.2784 -0.29 -0.08 0.07
C -3.7683 5.4632 -0.9248 0.00 -0.04 0.02
C -2.5425 5.9633 -1.3387 -0.04 -0.11 0.04
C -1.3891 5.2227 -1.1299 -0.02 -0.11 0.05
C -1.4642 3.9861 -0.5117 0.16 -0.26 -0.01
C -4.2119 1.9944 1.7925 0.26 0.16 0.00
C -5.3843 1.7088 1.1041 0.10 -0.08 -0.26
C -6.6011 1.8444 1.7524 0.15 0.01 -0.05
C -6.6362 2.2776 3.0709 0.04 -0.03 -0.01
C -5.4601 2.5638 3.7476 -0.01 -0.03 -0.04
C -4.2385 2.4233 3.1080 0.28 0.08 0.02
C -2.9200 -1.0049 1.8889 0.17 -0.21 -0.41
C -4.3000 -1.0874 1.9655 -0.16 -0.15 -0.05
C -4.8944 -1.2858 3.1988 0.03 0.05 -0.05
C -4.1040 -1.4221 4.3305 0.00 0.02 0.00
C -2.7231 -1.3366 4.2409 0.02 0.06 -0.02
C -2.1226 -1.1138 3.0125 0.29 0.01 -0.23
C -3.2541 -1.8274 -0.7879 0.00 0.35 0.14
C -3.1843 -3.1807 -0.4857 0.16 0.01 0.13
C -3.8862 -4.0839 -1.2637 0.09 0.11 0.07
C -4.6319 -3.6278 -2.3409 -0.07 0.09 -0.01
C -4.6982 -2.2736 -2.6299 0.04 0.00 0.03
C -4.0067 -1.3591 -1.8481 0.06 0.33 0.14
H -1.1570 4.4313 2.8022 -0.18 0.04 0.09
H -0.5253 6.8185 2.6053 -0.06 0.06 0.06
H 1.5318 7.4444 1.4008 0.02 0.12 -0.02
H 2.9584 5.7137 0.3865 0.08 -0.02 -0.02
H 2.3120 3.3076 0.5890 0.07 0.08 -0.08
H 2.6622 1.3004 2.6619 0.10 -0.01 0.04
H 3.6211 0.9053 4.9273 0.07 -0.02 -0.04
H 2.1476 0.9573 6.9032 0.05 -0.03 0.10
H -0.2611 1.3805 6.6453 -0.11 -0.03 0.06
H -1.2144 1.7434 4.3715 -0.18 0.02 0.12
H -4.8068 3.8759 0.0506 -0.07 0.02 0.07
H -4.6694 6.0344 -1.0928 -0.06 -0.01 0.01
H -2.4858 6.9240 -1.8280 -0.01 0.08 -0.01
H -0.4332 5.6160 -1.4418 0.10 -0.04 -0.03
H -0.5822 3.3829 -0.3693 0.10 0.09 -0.23
H -5.3378 1.3979 0.0709 -0.07 -0.10 -0.13
H -7.5184 1.6289 1.2258 -0.04 -0.02 -0.06
H -7.5857 2.4009 3.5687 -0.08 0.00 0.05
H -5.5010 2.9148 4.7671 0.06 0.00 0.09
H -3.3137 2.6538 3.6093 0.10 0.06 0.16
H -4.9002 -1.0151 1.0713 -0.11 -0.05 -0.04
H -5.9689 -1.3483 3.2722 -0.10 -0.04 0.00
H -4.5668 -1.6074 5.2857 -0.07 -0.02 0.15
H -2.1180 -1.4563 5.1268 0.09 0.02 0.06
H -1.0507 -1.0380 2.9100 0.10 -0.06 0.06
H -2.5820 -3.5125 0.3471 0.03 -0.14 0.10
H -3.8531 -5.1359 -1.0287 0.03 -0.10 0.02
H -5.1743 -4.3305 -2.9524 -0.08 -0.09 -0.07
H -5.2912 -1.9318 -3.4632 -0.04 0.08 -0.09
H -4.0281 -0.2999 -2.0538 -0.09 0.12 -0.11
```
Forces are in eV/Å.

## Properties
- relative energy (zero: lowest compared OMol25 entry of this formula, charge and spin) (kJ/mol) = 163.93
- orbital gap (eV) = 6.3351
- largest force on an atom (eV/A) = 2.22
- total charge = +3
- total energy (Ha) = -5409.9132

These are the Löwdin partial charges, in e, on atoms 1 to 4:
1. Ti 0.791
2. C -0.118
3. C -0.666
4. C -0.102